16
Properties=species:S:1:pos:R:3 method="wB97M-V/def2-TZVPD" orbital_gap_ev=10.60 total_energy_ha=-325.86324 fmax_ev_per_a=0.85 e_above_lowest_kj_mol=195.1 homo_ev=-9.6 lumo_ev=1.048 smiles="C[C@H]1N[C@H]1CC=O"
C 1.73 0.61 -0.13
C 0.66 0.07 -1.04
N 0.49 -1.38 -1.05
C -0.61 -0.54 -0.58
C -1.01 -0.60 0.87
C -1.48 0.77 1.32
O -1.26 1.78 0.69
H 1.78 0.09 0.84
H 2.70 0.47 -0.62
H 1.60 1.68 0.07
H 0.56 0.63 -1.97
H 0.29 -1.76 -1.97
H -1.46 -0.40 -1.26
H -0.15 -0.90 1.48
H -1.79 -1.34 1.06
H -2.05 0.80 2.27

16
Properties=species:S:1:pos:R:3 method="wB97M-V/def2-TZVPD" orbital_gap_ev="8.77 / 8.78" total_energy_ha=-325.81335 fmax_ev_per_a=1.77 e_above_lowest_kj_mol=326.1 homo_ev="-8.2 / -8.2" lumo_ev="0.564 / 0.565"
C 1.43 0.60 -0.14
C 0.21 -0.22 0.21
C 0.36 -1.03 1.50
C -1.10 0.44 0.10
N -1.24 0.71 -1.29
C -0.54 -0.42 -1.88
O -0.56 -0.80 -3.01
H 2.20 -0.09 -0.49
H 1.87 1.15 0.71
H 1.20 1.30 -0.94
H 1.00 -0.53 2.26
H 0.83 -1.98 1.28
H -0.60 -1.23 2.00
H -1.90 -0.21 0.48
H -0.98 1.30 0.77
H -2.19 0.99 -1.55

16
Properties=species:S:1:pos:R:3 method="wB97M-V/def2-TZVPD" orbital_gap_ev=10.51 total_energy_ha=-325.82725 fmax_ev_per_a=0.69 e_above_lowest_kj_mol=289.6 homo_ev=-9.4 lumo_ev=1.102
C -1.57 -1.20 -0.20
C -0.57 -0.14 -0.60
C -0.76 1.33 -0.15
C 0.72 1.39 0.35
C 0.77 -0.11 0.08
N 1.54 -1.11 0.19
O 2.78 -0.85 0.74
H -2.49 -1.09 -0.78
H -1.83 -1.14 0.86
H -1.17 -2.20 -0.38
H -0.38 -0.20 -1.68
H -1.03 2.04 -0.94
H -1.48 1.42 0.67
H 0.88 1.71 1.39
H 1.40 1.95 -0.29
H 3.16 -1.73 0.61